[1]
The following is a quantum chemistry calculation of C5H11N2O as an isolated structure at a distorted geometry, from the OMol25 dataset.

The geometry in ORCA input format:
```
! RIJCOSX wB97M-V def2-TZVPD def2/J DEFGRID3
* xyz 1 1
N -0.790 -1.023 1.755
H 0.297 -2.584 0.763
H 2.215 0.920 0.468
H 1.820 -0.859 -0.524
N -1.331 0.586 0.093
H -2.353 0.400 1.892
H -0.742 -0.719 -1.447
H 1.150 1.427 -2.103
C 0.105 1.358 -1.659
H -0.591 1.741 -2.316
H -1.975 1.387 -0.177
C 0.404 -1.616 1.156
O 1.602 0.447 0.955
C 1.084 -0.600 0.280
H -1.054 -1.247 2.767
C -0.389 0.098 -0.940
C -1.514 -0.026 1.247
H 0.282 2.148 -0.963
H 1.107 -1.919 1.964
*
```

- orbital gap (eV) = 10.1
- ΔE to the lowest compared entry with this formula, charge and spin (kJ/mol) = 270.0
- HOMO energy (eV) = -13.15

These are the natural (NBO) partial charges, in e, on atoms 1 to 8:
1. N -0.530
2. H 0.247
3. H 0.494
4. H 0.214
5. N -0.535
6. H 0.242
7. H 0.207
8. H 0.247


[2]
The following is a quantum chemistry calculation of a 2-piece molecular cluster, C14H31BNO3 overall at a distorted geometry, from the OMol25 dataset.

The geometry in ORCA input format:
```
! RIJCOSX wB97M-V def2-TZVPD def2/J DEFGRID3
* xyz -1 1
H -4.384 -4.204 -0.615
H 1.828 0.850 0.005
H 6.354 1.337 0.838
C 4.282 1.588 1.418
H 2.498 2.195 -2.355
H -1.102 1.494 1.335
H 0.056 -0.166 0.386
H 1.665 0.024 -3.009
H -3.349 -6.534 0.970
C 4.150 2.946 0.651
C -1.468 1.394 0.283
N -3.538 -5.570 0.749
O -3.601 -0.079 0.964
H 4.084 1.632 -1.818
O -4.009 2.029 -0.124
H -0.052 1.655 -1.711
O -2.505 -5.120 2.683
C -0.116 0.555 -1.724
C 2.305 0.565 -0.945
H -0.774 0.192 -2.541
C -3.488 3.324 -0.402
C -0.725 0.143 -0.334
C 1.309 -0.042 -1.967
H -4.104 0.210 1.721
H -2.913 3.755 0.429
C 3.035 2.999 -0.427
H -4.385 -3.023 1.394
H 3.339 1.031 1.505
C -4.238 -5.272 -0.485
C 3.059 1.838 -1.467
H -2.825 -2.911 0.532
H -5.211 -5.769 -0.471
C -3.316 -3.230 1.452
H 4.599 1.824 2.452
H -4.352 3.991 -0.597
H 3.078 -0.190 -0.690
H 1.238 -1.126 -1.733
H 3.209 3.934 -1.003
H 5.250 0.562 -0.301
C -3.081 -4.697 1.690
C 5.424 0.742 0.772
H -1.384 -0.749 -0.465
H 3.908 3.713 1.414
B -3.036 1.118 0.370
H -2.887 3.276 -1.322
H -2.900 -2.658 2.276
H 2.021 3.111 -0.006
H 5.555 -0.224 1.290
H -3.658 -5.660 -1.325
H 5.152 3.197 0.260
*
```

- orbital gap (eV) = 4.3
- HOMO energy (eV) = -1.54

These are the natural (NBO) partial charges, in e, on atoms 1 to 8:
1. H 0.226
2. H 0.217
3. H 0.190
4. C -0.403
5. H 0.203
6. H 0.183
7. H 0.172
8. H 0.184


[3]
The following is a quantum chemistry calculation of one molecule with the formula C7H11Cl3N4 at a distorted geometry, from the OMol25 dataset.

The geometry in ORCA input format:
```
! RIJCOSX wB97M-V def2-TZVPD def2/J DEFGRID3
* xyz 0 1
C 2.225 -3.160 -0.034
Cl -1.190 -2.585 -4.340
H 1.517 -3.973 -0.490
C -1.965 -0.076 -0.025
N -0.614 2.603 0.013
Cl 2.144 -0.696 1.655
H -2.428 -1.058 -0.520
H 2.527 3.869 -0.518
H -1.623 2.750 0.277
C 0.133 1.304 -0.317
C -2.067 -0.251 1.621
C 1.442 -1.704 0.218
H -2.864 -1.053 1.930
H -1.005 -0.558 2.070
N 0.269 3.672 -0.024
Cl -0.329 -2.396 -1.991
C 0.266 -1.257 -0.604
H 3.252 -3.033 -0.581
H 2.490 -3.542 1.066
H -2.583 0.878 -0.343
N 1.597 1.625 -0.627
H -2.356 0.796 2.105
C 1.624 3.123 -0.414
H -0.001 4.656 0.196
N -0.462 0.066 -0.321
*
```

- orbital gap (eV) = 5.1
- ΔE to the lowest compared entry with this formula, charge and spin (kJ/mol) = 590.9
- HOMO energy (eV) = -6.52

These are the natural (NBO) partial charges, in e, on atoms 1 to 8:
1. C -0.660
2. Cl -0.759
3. H 0.267
4. C -0.232
5. N -0.435
6. Cl -0.087
7. H 0.290
8. H 0.268


[4]
The following is a quantum chemistry calculation of a 2-piece molecular cluster, Cl2HNS overall at a distorted geometry, from the OMol25 dataset.

The geometry in ORCA input format:
```
! RIJCOSX wB97M-V def2-TZVPD def2/J DEFGRID3
* xyz 0 1
N 0.885 -0.356 -0.649
Cl 0.749 -2.039 -0.525
H -1.546 1.270 0.872
S -1.568 0.731 -0.351
Cl 1.479 0.394 0.652
*
```

- orbital gap (alpha / beta) (eV) = 7.4 / 8.3
- ΔE to the lowest compared entry with this formula, charge and spin (kJ/mol) = 325.4
- HOMO energy (alpha / beta) (eV) = -9.55 / -9.97

Formally, the natural (NBO) partial charges of the atoms, in units of the elementary charge, are as follows:
1. N -0.418
2. Cl 0.183
3. H 0.096
4. S -0.097
5. Cl 0.236


Question: What is the formula in the third record?
Answer: C7H11Cl3N4


Please write out number 3 again, unchanged.
The following is a quantum chemistry calculation of one molecule with the formula C7H11Cl3N4 at a distorted geometry, from the OMol25 dataset.

The geometry in ORCA input format:
```
! RIJCOSX wB97M-V def2-TZVPD def2/J DEFGRID3
* xyz 0 1
C 2.225 -3.160 -0.034
Cl -1.190 -2.585 -4.340
H 1.517 -3.973 -0.490
C -1.965 -0.076 -0.025
N -0.614 2.603 0.013
Cl 2.144 -0.696 1.655
H -2.428 -1.058 -0.520
H 2.527 3.869 -0.518
H -1.623 2.750 0.277
C 0.133 1.304 -0.317
C -2.067 -0.251 1.621
C 1.442 -1.704 0.218
H -2.864 -1.053 1.930
H -1.005 -0.558 2.070
N 0.269 3.672 -0.024
Cl -0.329 -2.396 -1.991
C 0.266 -1.257 -0.604
H 3.252 -3.033 -0.581
H 2.490 -3.542 1.066
H -2.583 0.878 -0.343
N 1.597 1.625 -0.627
H -2.356 0.796 2.105
C 1.624 3.123 -0.414
H -0.001 4.656 0.196
N -0.462 0.066 -0.321
*
```

- orbital gap (eV) = 5.1
- ΔE to the lowest compared entry with this formula, charge and spin (kJ/mol) = 590.9
- HOMO energy (eV) = -6.52

These are the natural (NBO) partial charges, in e, on atoms 1 to 8:
1. C -0.660
2. Cl -0.759
3. H 0.267
4. C -0.232
5. N -0.435
6. Cl -0.087
7. H 0.290
8. H 0.268